Density functional theory data (ωB97M-V/def2-TZVPD) for a 9-piece molecular cluster, C67H141Cl4N7O7 overall at a distorted geometry.

Geometry as XYZ:
```
226
Properties=species:S:1:pos:R:3:mulliken_charge:R:1
C 12.2552 16.1154 19.9235 -1.941
C 11.7231 15.2718 21.0726 1.920
C 11.8271 16.1482 22.3055 -1.569
C 10.2722 15.0023 20.6570 -1.198
C 9.5839 14.0426 21.6147 -0.862
C 10.4017 12.6974 21.6998 -1.186
C 11.9639 12.9495 22.1155 1.721
C 11.9808 13.4082 23.6269 -1.544
C 12.7247 11.5910 21.8883 -1.520
N 12.5381 14.0105 21.2213 -0.102
O 13.8426 14.1722 21.3081 2.006
H 12.3584 15.5734 18.9834 -0.260
H 11.6211 16.9936 19.8014 0.645
H 13.2792 16.4247 20.1329 0.301
H 11.1842 15.8408 23.1303 0.229
H 12.8295 15.9691 22.6943 0.098
H 11.6388 17.2043 22.1122 0.485
H 9.6837 15.9192 20.6901 0.455
H 10.1815 14.6638 19.6248 0.286
H 9.3299 14.4013 22.6121 0.324
H 8.5882 13.9748 21.1763 0.503
H 10.3337 12.2485 20.7088 0.151
H 9.9220 12.0591 22.4418 0.522
H 12.9178 13.7685 24.0515 0.024
H 11.9297 12.5743 24.3270 0.568
H 11.1302 13.9205 24.0766 0.326
H 12.2948 10.6558 22.2468 0.505
H 13.6744 11.6642 22.4182 -0.025
H 12.9490 11.4175 20.8359 0.009
H 14.1695 13.6550 20.5683 -0.494
C 17.6977 22.8005 20.4143 -1.838
C 16.2115 22.2733 20.5004 1.750
C 15.5836 22.8168 21.7723 -1.992
C 15.3606 22.8752 19.3093 -1.365
C 15.6548 22.1949 17.9379 -0.768
C 15.4142 20.7440 18.0523 -0.747
C 16.2172 20.0354 19.2018 2.248
C 15.6307 18.6872 19.3462 -1.522
C 17.6789 19.9224 18.6533 -1.798
N 16.0730 20.7903 20.4763 0.286
O 16.7209 20.1951 21.5654 -0.333
H 18.3542 22.2084 21.0518 0.347
H 18.1531 22.7748 19.4243 0.323
H 17.7273 23.8095 20.8255 0.486
H 15.1960 23.8315 21.6812 0.408
H 14.6771 22.2660 22.0234 0.467
H 16.1315 22.8128 22.7145 0.353
H 14.3051 22.6786 19.4976 0.427
H 15.5675 23.9259 19.1061 0.504
H 14.9269 22.6347 17.2561 0.442
H 16.6170 22.4431 17.4901 0.312
H 15.7043 20.3518 17.0776 -0.553
H 14.3307 20.6771 18.1512 0.584
H 15.7534 18.1873 18.3854 -0.210
H 14.5821 18.8593 19.5886 0.879
H 16.1040 18.0887 20.1246 0.006
H 18.1789 20.8908 18.6352 0.289
H 17.8108 19.3851 17.7142 0.218
H 18.1928 19.4359 19.4824 0.509
H 15.9024 19.9676 22.0125 0.358
C 12.2245 9.1713 17.5603 -1.743
C 13.1845 10.1876 16.8571 1.740
C 14.5579 10.0279 17.4864 -2.201
C 13.3074 9.7877 15.3363 -0.427
C 12.1025 10.2670 14.4671 -0.937
C 12.0107 11.7415 14.6113 -0.735
C 11.8745 12.2572 16.1039 1.688
C 12.2627 13.7851 16.0546 -1.658
C 10.3109 12.0876 16.4422 -1.654
N 12.7572 11.5765 17.0774 0.060
O 12.9024 12.0364 18.4351 1.333
H 12.4903 8.1178 17.4737 0.412
H 12.0689 9.3798 18.6188 0.220
H 11.2615 9.2612 17.0576 0.365
H 15.2540 10.7676 17.0908 0.233
H 14.6196 10.2027 18.5605 -0.021
H 14.9692 9.0212 17.4114 0.615
H 14.2344 10.2453 14.9908 -0.322
H 13.5192 8.7286 15.1894 0.577
H 12.2006 9.9045 13.4439 0.498
H 11.1605 9.8489 14.8220 0.331
H 11.1634 12.0172 13.9835 0.455
H 12.8492 12.2313 14.1162 -0.087
H 11.6128 14.3947 15.4268 0.430
H 13.3316 13.8974 15.8734 0.286
H 12.0441 14.1691 17.0510 -0.072
H 10.1031 12.2351 17.5020 0.082
H 10.0070 11.0587 16.2499 0.357
H 9.6740 12.8099 15.9315 0.445
H 13.6531 12.6306 18.3657 -0.242
C 17.4182 10.4923 13.8994 -1.782
C 17.4331 11.9832 13.5212 1.915
C 16.7570 12.8539 14.6092 0.503
C 18.9778 12.4362 13.4938 -0.646
C 19.2989 13.6982 12.7734 -0.395
C 18.5673 13.7680 11.3513 -1.951
C 17.0956 13.3114 11.2549 2.155
C 16.1940 14.4395 11.7274 -1.062
C 16.8060 13.0033 9.7048 -1.842
N 16.8922 12.0766 12.1264 0.101
O 15.5887 11.6984 12.0856 -0.464
H 17.8991 10.2894 14.8563 0.171
H 16.4871 9.9273 13.8563 0.282
H 18.0316 9.9464 13.1826 0.512
H 15.7047 12.5699 14.6179 -0.605
H 17.2095 12.6986 15.5886 -0.313
H 16.7605 13.9230 14.3968 -0.122
H 19.2234 12.6870 14.5257 -0.480
H 19.6248 11.6399 13.1256 0.657
H 18.9612 14.5422 13.3749 -0.045
H 20.3770 13.7373 12.6180 0.539
H 19.1770 13.2599 10.6041 0.444
H 18.6081 14.8031 11.0122 0.453
H 15.4311 14.0346 12.3924 -0.027
H 15.6674 14.7845 10.8376 0.490
H 16.7935 15.2817 12.0730 0.157
H 15.7415 12.7707 9.6743 0.446
H 17.2867 12.0886 9.3578 0.432
H 17.0774 13.8402 9.0613 0.388
H 15.1745 12.3636 12.6401 0.115
C 17.2112 16.9243 25.8839 -1.781
C 17.6451 16.2206 24.5645 1.679
C 17.7199 17.1465 23.3562 -2.328
C 19.1034 15.7196 24.6748 -1.158
C 19.2333 14.5470 25.6420 -0.839
C 18.3254 13.3854 25.1467 -0.879
C 16.8509 13.8256 24.9442 2.765
C 16.2654 12.7206 24.0873 -2.415
C 16.2275 13.8580 26.3929 -2.084
N 16.7955 15.0936 24.1901 0.471
O 15.5012 15.3738 23.6886 -0.290
H 16.4413 17.6945 25.9291 0.302
H 16.8674 16.2900 26.7009 0.423
H 18.1164 17.2752 26.3795 0.411
H 16.7195 17.3888 22.9976 0.425
H 18.0916 18.1604 23.5038 0.560
H 18.3948 16.8726 22.5452 0.281
H 19.4004 15.4030 23.6749 0.253
H 19.8026 16.4773 25.0285 0.487
H 20.2504 14.1910 25.8059 0.500
H 18.9442 14.8780 26.6394 0.308
H 18.4649 12.6757 25.9622 0.357
H 18.6965 12.8768 24.2570 -0.035
H 16.6089 12.7991 23.0558 0.255
H 15.1781 12.7976 24.0898 0.080
H 16.5818 11.7664 24.5084 0.644
H 15.7504 12.9112 26.6458 0.448
H 15.4473 14.6176 26.4423 0.429
H 16.9492 14.0616 27.1840 0.324
H 15.4215 14.7952 22.9267 0.197
C 21.4432 19.4811 18.3371 -2.016
C 22.2979 18.8316 17.2720 1.766
C 22.1963 19.6840 16.0171 -1.621
C 23.7730 18.8523 17.7258 -1.141
C 24.7291 18.0565 16.8586 -0.868
C 24.1764 16.5850 16.7890 -1.390
C 22.7447 16.4796 16.3241 2.299
C 22.6651 16.7073 14.7557 -1.718
C 22.2573 15.0806 16.6614 -2.789
N 21.8860 17.4242 17.0988 0.056
O 20.5078 17.2956 16.8680 0.529
H 21.4471 18.8298 19.2111 0.402
H 21.8994 20.3866 18.7369 0.476
H 20.4370 19.6243 17.9431 0.172
H 22.7869 19.1902 15.2454 0.437
H 21.1497 19.6734 15.7128 0.171
H 22.4866 20.7324 16.0860 0.382
H 24.2507 19.8303 17.6671 0.414
H 23.8606 18.5273 18.7625 0.382
H 24.7299 18.4403 15.8384 0.305
H 25.7647 18.1557 17.1839 0.445
H 24.3699 16.1631 17.7753 0.431
H 24.8667 16.1514 16.0654 0.494
H 23.5252 17.2770 14.4038 0.316
H 21.7790 17.2901 14.5041 0.305
H 22.5078 15.7692 14.2234 0.442
H 21.2355 14.9019 16.3265 0.460
H 22.2242 14.8633 17.7290 0.541
H 23.0168 14.4235 16.2377 0.532
H 20.1307 16.9654 17.6868 -0.199
C 20.5196 12.2314 17.6512 -2.162
C 20.2399 10.9839 18.4618 2.452
C 20.7960 9.8384 17.6077 -1.935
C 21.1159 11.2092 19.7681 -1.440
C 20.8663 10.2221 20.8685 -0.999
C 19.4066 10.2331 21.2405 -0.877
C 18.4177 10.0384 20.0590 2.084
C 18.2300 8.5123 19.6800 -1.791
C 17.0963 10.5108 20.7493 -0.501
N 18.8134 10.8769 18.9142 0.055
O 17.9058 10.9585 17.8207 0.693
H 21.5426 12.5263 17.4178 0.906
H 19.8788 12.2264 16.7694 -0.127
H 20.2750 13.1272 18.2219 0.114
H 20.5384 8.8825 18.0638 0.482
H 20.4338 9.6583 16.5955 0.239
H 21.8842 9.7937 17.6514 0.437
H 22.1471 10.9543 19.5234 0.512
H 21.1508 12.1864 20.2497 0.420
H 21.0924 9.2175 20.5111 0.379
H 21.4290 10.4585 21.7716 0.470
H 19.1975 11.0406 21.9421 0.001
H 19.3113 9.3492 21.8710 0.405
H 17.8619 8.3331 18.6698 0.112
H 17.6072 7.9855 20.4030 0.565
H 19.1748 7.9753 19.7650 0.412
H 16.4623 10.8395 19.9258 -0.733
H 17.2979 11.4514 21.2617 -0.599
H 16.5484 9.8449 21.4160 0.687
H 17.9286 10.0610 17.4808 0.034
Cl 15.7627 16.4635 15.9965 0.059
C 15.8669 17.1017 14.3101 -0.457
C 15.9135 18.6210 14.2093 -0.730
Cl 17.2921 19.4232 14.9804 -0.119
H 15.0990 16.6573 13.6768 0.394
H 16.8475 16.8039 13.9390 0.010
H 15.0513 19.0874 14.6860 0.371
H 15.8912 18.9863 13.1825 0.442
Cl 15.8688 13.2650 18.6275 0.730
C 17.4617 13.8772 18.9846 -1.459
C 17.3915 15.3530 19.3351 1.364
Cl 19.0348 16.0306 19.4268 -0.387
H 18.0485 13.6332 18.0990 -0.185
H 17.8256 13.2558 19.8029 0.140
H 16.9605 15.5638 20.3138 -0.221
H 16.8035 15.9598 18.6464 -0.563
```

Output
LUMO level	0.4	eV
E_HOMO	-7.774	eV
molar mass	1298.7	g/mol
ΔE to the lowest compared entry with this formula, charge and spin	3.183	eV
2S+1	1
Kohn-Sham gap	8.2	eV
SMILES string	CC1(C)CCCC(C)(C)N1O.CC1(C)CCCC(C)(C)N1O.CC1(C)CCCC(C)(C)N1O.CC1(C)CCCC(C)(C)N1O.CC1(C)CCCC(C)(C)N1O.CC1(C)CCCC(C)(C)N1O.CC1(C)CCCC(C)(C)N1O.ClCCCl.ClCCCl